[1]
The following is a DFT calculation (ωB97M-V/def2-TZVPD) of a cluster of 6 separate species, C22H61N5O7 in total in a non-equilibrium geometry.

- Energy above the lowest of the compared OMol25 structures with the same formula, charge and spin: 56.7 kcal per mole
- Frontier orbital gap: 8.88 eV
- HOMO energy: -0.3107 Ha

ORCA input file:
```
! wB97M-V def2-TZVPD RIJCOSX def2/J DEFGRID3
* xyz 0 1
O 1.10 1.13 -4.47
H -2.13 0.37 -4.50
H -4.66 -4.30 2.64
O 3.65 -0.21 2.67
H -5.14 -0.85 3.08
H 1.55 -0.04 1.24
H 6.26 -1.18 -0.49
H 5.65 0.01 2.51
N 4.19 1.44 0.40
H 0.68 -0.93 -1.56
O -1.64 -5.98 0.57
H -2.80 -1.95 3.90
H 1.69 1.53 2.79
H 1.01 3.40 -1.06
H 0.55 1.26 0.61
H -0.44 1.05 -7.08
C 4.56 0.01 0.46
H -0.94 -0.58 -6.47
O -4.78 -1.60 3.56
H 1.29 -2.09 -0.46
C 3.68 -0.86 3.95
H 1.56 5.17 -4.11
C 0.52 0.29 1.12
H -1.70 3.25 0.59
C -2.91 -4.02 1.44
H 3.76 -0.56 0.00
H 2.88 1.77 -3.72
H 2.80 -0.45 4.44
H -0.62 -1.48 1.15
H -2.25 -0.90 0.02
H 2.70 0.00 -3.90
O -0.06 0.44 2.44
C 0.02 0.24 -4.22
H 3.62 -1.93 3.81
H -0.86 -5.67 2.55
H -1.85 0.05 2.75
H 4.99 1.92 0.84
C -0.77 4.63 -0.88
C 1.55 4.82 -3.07
C -0.68 -6.15 1.58
C -0.31 -0.74 0.39
H -3.81 -2.25 1.78
H -1.73 5.11 -2.58
N -1.96 4.97 -1.60
H 3.49 1.63 1.12
H -2.20 -4.06 2.27
C -4.06 -4.89 1.95
H 1.87 0.95 -2.55
H -0.81 2.73 -5.54
H -0.15 0.18 -3.15
H 6.66 0.32 0.25
H -1.15 -4.11 0.04
C 5.86 -0.18 -0.31
H 5.81 0.32 -1.28
H -0.21 4.08 1.20
C -1.14 0.50 -6.46
C 0.37 -1.55 -0.72
H -0.54 -7.19 1.84
H 0.10 2.39 3.11
H -0.80 2.52 -3.95
C 2.20 0.93 -3.58
C -3.15 0.15 4.18
H -1.83 0.66 0.45
H 1.66 5.69 -2.41
H -0.27 -2.39 -1.00
N -1.58 -0.14 -0.11
C -1.06 4.13 0.52
H 4.56 -0.50 4.50
H -3.79 -1.51 5.34
C 4.83 -0.41 1.91
H -4.11 -3.04 0.36
C -2.06 -4.67 0.28
H -4.69 -5.32 1.16
H -0.43 2.67 -1.77
H 0.29 -0.72 -4.67
H -2.06 0.74 -7.01
H -0.14 5.52 -0.76
H -2.60 -4.77 -0.66
H -2.66 4.23 -1.63
H 2.43 4.17 -2.97
C -1.24 0.81 -4.96
H -2.28 0.29 4.83
O -2.76 0.38 2.84
H 0.66 1.19 4.19
H 4.95 -1.50 1.80
C 0.11 3.61 -1.63
C 0.66 1.45 3.13
H -3.71 -5.70 2.60
C -3.60 -1.31 4.28
H 0.31 -5.82 1.26
O 0.37 4.06 -2.98
H -1.64 4.93 0.99
N -1.30 2.26 -4.79
H -3.99 0.81 4.42
N -3.38 -2.70 0.98
*
```

Mulliken atomic charge list, values in e, 6 entries:
1 O -0.401
2 H 0.314
3 H 0.409
4 O -0.100
5 H 0.278
6 H 0.002



[2]
The following is a DFT calculation (ωB97M-V/def2-TZVPD) of a cluster of 8 separate species, C22H63N3O8 in total in a non-equilibrium geometry.

- Energy above the lowest of the compared OMol25 structures with the same formula, charge and spin: 70.2 kcal per mole
- Frontier orbital gap: 9.67 eV
- HOMO energy: -0.3389 Ha

ORCA input file:
```
! wB97M-V def2-TZVPD RIJCOSX def2/J DEFGRID3
* xyz 0 1
C -8.28 23.26 -3.32
C -6.62 21.46 2.61
H -4.54 21.78 0.52
H -0.55 28.14 1.60
H -7.16 27.55 5.48
H -5.39 27.37 6.71
H 0.58 24.96 -2.41
H -9.33 23.46 -3.12
H -4.84 22.38 3.25
H 0.76 26.24 -0.52
C -0.14 21.49 -1.62
H -3.16 19.01 -4.19
O -4.43 24.31 -0.21
H -8.13 23.41 -4.38
C -7.25 24.11 -2.58
C 0.01 24.91 2.07
C -0.82 20.78 -3.79
H -1.12 25.00 -2.05
H 2.86 28.02 0.24
H 0.45 29.11 -0.34
N -1.69 20.15 -6.00
O -1.25 21.28 -2.46
C -3.08 18.24 1.59
C -3.29 20.09 -4.33
H 2.00 27.86 1.80
H -6.42 25.99 7.21
H -0.17 21.52 -4.26
H -0.47 21.80 -0.63
H -4.91 25.70 6.34
H -4.13 20.03 -5.02
H -6.21 22.93 4.10
H -7.67 21.74 2.63
H -2.82 17.33 2.14
H -7.61 25.56 3.91
O -6.02 24.02 -3.41
H -0.51 27.02 -3.60
H 0.96 26.50 -4.92
H -6.26 21.09 1.66
C -3.61 17.90 0.21
C -0.61 26.01 -3.99
C -3.70 22.07 -0.12
H 0.49 24.63 3.01
H 2.62 26.42 0.89
H -4.09 22.02 -1.14
C -3.27 23.56 0.02
C 0.73 27.13 0.10
H -3.27 25.50 2.33
H -0.54 24.00 1.83
H -0.91 20.63 -6.42
H -3.85 27.12 2.13
C -6.50 26.73 5.17
H -2.82 26.79 3.52
H -7.50 25.16 -2.44
H 0.88 24.86 1.42
H -4.39 17.14 0.27
C -2.04 20.85 -4.79
C 2.17 27.41 0.82
H -2.79 17.61 -0.44
H -5.01 28.11 4.20
H -5.07 24.15 0.48
N 0.40 28.25 -0.86
H -7.13 23.91 -1.52
O -2.01 19.17 1.51
H -5.57 24.59 2.82
H -8.08 22.20 -3.11
H -1.42 27.06 0.70
C -3.61 26.38 2.89
H -1.59 25.82 -4.43
H -2.89 21.34 -0.18
H -6.68 20.68 3.37
H -0.63 23.95 -3.27
H -5.22 23.95 -2.88
H 0.51 20.62 -1.58
C -0.47 27.12 1.22
N -7.15 25.48 4.80
C -5.75 26.38 6.45
H -4.01 18.84 -0.16
O -0.48 26.20 2.30
H -0.59 28.10 -1.01
H -1.53 19.26 2.33
H 0.38 22.32 -2.11
O -5.98 23.91 2.28
H -3.91 18.69 2.13
H -2.82 23.76 0.99
H -6.12 27.35 3.05
O -4.74 26.11 3.68
C -5.87 22.71 3.09
H -0.49 19.74 -3.81
C -5.57 27.20 3.98
O 0.30 25.81 -5.05
H -2.54 23.75 -0.76
H -2.33 21.90 -4.89
H -1.41 19.21 -5.78
H -3.62 20.50 -3.37
C -0.41 24.94 -2.87
H -6.39 24.83 4.67
*
```

Mulliken atomic charge list, values in e, 6 entries:
1 C -1.080
2 C -1.410
3 H -0.501
4 H 0.333
5 H 0.401
6 H 0.403



[3]
The following is a DFT calculation (ωB97M-V/def2-TZVPD) of a cluster of 7 separate species, C22H63N5O7 in total in a non-equilibrium geometry.

- Energy above the lowest of the compared OMol25 structures with the same formula, charge and spin: 31.7 kcal per mole
- Frontier orbital gap: 9.13 eV
- HOMO energy: -0.3100 Ha

ORCA input file:
```
! wB97M-V def2-TZVPD RIJCOSX def2/J DEFGRID3
* xyz 0 1
H 1.37 -2.93 2.69
H -2.10 -4.40 -1.12
H 1.84 -4.55 2.11
H -0.83 -1.06 1.89
H -0.15 -3.37 -4.63
N -3.14 -4.58 3.01
C -2.65 -3.79 -1.84
O -1.68 -3.28 -2.74
H 0.29 1.14 0.45
H 2.17 0.20 -5.65
C 4.17 2.78 -0.57
H 1.68 2.97 -0.42
H -3.34 -4.52 -2.28
H -2.04 -2.30 0.80
C -2.32 -4.13 1.81
C -0.03 -0.37 1.63
H 5.14 2.69 -0.05
H -4.51 2.89 2.83
H -0.18 2.80 2.49
C 3.65 0.58 0.54
H 1.25 -3.89 -3.59
H -0.18 2.08 -5.28
C 3.20 2.03 0.34
O -3.41 2.57 4.61
H -5.24 1.69 5.00
H -0.23 -0.67 6.37
H -0.69 -5.40 2.44
C 0.32 -2.02 -3.12
N 1.81 1.98 -0.19
H -2.19 1.37 2.56
C -4.18 1.41 4.88
H -0.11 -1.21 -3.72
H -1.04 4.33 2.56
N 1.47 -1.44 -2.40
H 2.97 1.23 -6.93
H 1.43 -2.69 -4.93
O 3.82 4.14 -0.54
H -2.64 3.65 0.73
C -2.70 -2.68 1.58
H -4.05 0.55 4.23
C 1.32 -3.63 1.84
H -3.22 -3.01 -1.34
C 2.13 1.10 -6.27
H -1.76 2.31 0.44
N 3.18 2.35 -4.52
H -1.11 0.90 -3.15
H 4.20 6.01 -1.20
C -3.50 2.98 3.24
H 1.64 -1.93 -1.52
C 0.62 2.44 -4.61
H -1.57 -2.51 4.70
C 0.78 -3.08 -4.14
H 5.64 4.98 -1.19
H -2.50 -2.12 2.49
H 1.85 -3.14 1.02
H -2.55 -4.72 0.92
C 1.94 2.33 -5.38
H -3.73 -2.48 1.29
H -2.95 -5.58 3.00
H 4.49 0.50 1.23
O -0.46 0.52 0.61
H -4.13 -4.53 2.76
H -0.84 -3.79 3.22
H 3.25 3.28 -4.13
N -2.46 2.71 1.04
H 4.12 2.43 -1.60
H 0.51 0.01 2.50
H 0.29 3.47 -4.42
H 4.39 4.77 -2.42
C 4.55 4.99 -1.36
H 0.01 1.07 -1.77
H -3.32 4.06 3.36
H -0.95 3.37 3.99
H 2.88 1.67 -3.82
C -2.29 2.45 2.47
O 0.01 -3.80 1.33
H 3.75 0.04 -0.40
H 1.10 -0.56 -2.05
H -0.07 -3.29 -1.47
H 1.22 0.92 -6.87
H 1.78 1.48 -1.08
O -0.28 -1.48 5.87
H -1.00 -1.77 -1.43
O 0.78 1.72 -3.40
H -0.95 2.50 -2.47
C -0.89 -4.34 2.28
C -1.53 -1.52 5.16
H -1.50 -0.73 4.40
C -1.06 3.30 2.90
H 1.90 3.15 -6.11
C -0.65 -2.58 -2.08
H -3.92 1.23 5.93
C -0.41 1.57 -2.63
H -2.37 -1.42 5.84
H 2.88 -0.01 1.05
H 3.03 2.60 1.26
H 0.72 -1.00 1.15
*
```

Mulliken atomic charge list, values in e, 6 entries:
1 H 0.344
2 H 0.136
3 H 0.331
4 H -0.475
5 H 0.331
6 N -0.712